# 1
{
  "formula": "C38H36LuN6O3S5",
  "method": "ωB97M-V with the def2-TZVPD basis set",
  "e_tot_ha": -5250.3066,
  "de_lowest_kcal_mol": 10.2,
  "total_charge": 1,
  "lumo_ev": -3.885,
  "symbols": ["Lu", "S", "C", "C", "C", "C", "C", "C", "N", "C", "C", "C", "C", "C", "C", "C", "C", "N", "C", "C", "C", "C", "C", "S", "C", "H", "H", "H", "H", "H", "H", "H", "H", "H", "H", "H", "H", "C", "C", "C", "O", "C", "O", "O", "H", "H", "H", "H", "H", "H", "H", "C", "C", "N", "C", "C", "N", "C", "C", "H", "H", "H", "H", "H", "H", "H", "H", "H", "H", "H", "H", "S", "C", "S", "C", "N", "N", "C", "C", "C", "C", "C", "C", "S", "H", "H", "H", "H", "H"],
  "xyz": [[0.29439, 0.04674, -1.13739], [3.08830, 0.83558, 3.80575], [3.30952, 0.99611, 5.49092], [2.96072, -0.13944, 6.14457], [2.49657, -1.17047, 5.27500], [2.49491, -0.81262, 3.94852], [2.16133, -1.56772, 2.72736], [1.72899, -0.79815, 1.65956], [1.26232, -1.30058, 0.56807], [1.21086, -2.64870, 0.36826], [1.68969, -3.49979, 1.37465], [1.80553, -4.91460, 1.05946], [1.25815, -5.39546, -0.07404], [0.69208, -4.57180, -1.07206], [0.11212, -5.01051, -2.25333], [-0.52211, -4.16617, -3.13376], [-0.39784, -2.81173, -2.84099], [0.09361, -2.31350, -1.71899], [0.65699, -3.17751, -0.79228], [-1.01840, -4.65797, -4.40677], [-0.57849, -5.72290, -5.16536], [-1.33255, -5.87185, -6.36422], [-2.31855, -4.90879, -6.49248], [-2.36463, -3.87455, -5.12184], [2.14170, -2.95549, 2.63582], [3.74926, 1.87577, 5.95214], [3.14271, -0.29928, 7.25271], [1.97705, -2.06122, 5.53596], [1.67449, 0.25086, 1.73245], [2.32435, -5.58824, 1.74814], [1.42655, -6.45388, -0.32194], [0.17250, -6.07804, -2.59518], [-0.72154, -2.06870, -3.58226], [0.21242, -6.36753, -4.85395], [-1.16521, -6.63194, -7.14240], [-3.05252, -4.78182, -7.23825], [2.42026, -3.63802, 3.42133], [0.17929, 0.45236, -5.58950], [0.55033, 1.14103, -4.34609], [0.77591, 2.63289, -4.52126], [-0.48375, 0.75041, -3.22150], [1.81651, 0.48900, -3.78629], [2.75554, 0.30364, -4.53771], [1.77666, 0.18282, -2.51776], [-0.81164, 0.70463, -5.97339], [0.26747, -0.57892, -5.56442], [0.92387, 0.77606, -6.33407], [-0.03183, 3.12204, -5.04731], [1.61573, 2.74686, -5.20589], [0.92610, 3.04220, -3.47048], [-1.29103, 1.20130, -3.37737], [-3.03119, -1.00880, -1.31030], [-4.42844, -0.95832, -0.58223], [-4.32687, -0.10812, 0.57992], [-3.98530, 1.28573, 0.15087], [-2.71102, 1.25418, -0.65880], [-2.08888, -0.09754, -0.61247], [-1.94909, -0.56698, 0.78176], [-3.28690, -0.50209, 1.55256], [-3.14240, -0.63922, -2.29727], [-2.51374, -1.93420, -1.34842], [-4.76153, -1.96595, -0.26617], [-5.08293, -0.53318, -1.27714], [-3.96757, 1.99949, 0.99458], [-4.78399, 1.66046, -0.47831], [-1.91212, 1.92139, -0.20724], [-2.75925, 1.37919, -1.74004], [-1.10346, -0.02623, 1.25851], [-1.57422, -1.57103, 0.74746], [-3.14228, 0.28578, 2.29187], [-3.56273, -1.38244, 2.04595], [-0.70392, 3.26242, 5.52696], [-0.14442, 3.33139, 3.94778], [-0.48636, 2.12609, 2.68239], [0.66623, 2.86013, 1.59695], [1.15345, 3.94814, 2.08468], [0.73466, 4.20186, 3.35857], [1.23718, 5.39600, 3.95907], [0.48376, 6.62266, 3.85898], [1.03371, 7.82618, 4.34401], [2.25946, 7.77183, 5.03861], [2.93296, 6.59336, 5.22156], [2.44410, 5.37998, 4.65306], [0.86302, 2.31757, -0.06819], [-0.48715, 6.61173, 3.27382], [0.53941, 8.80503, 4.15350], [2.72249, 8.73124, 5.38201], [3.79637, 6.53923, 5.83783], [3.01430, 4.47062, 4.62319]]
}

=====

# 2
{
  "formula": "C37H26N3OPPd",
  "method": "ωB97M-V with the def2-TZVPD basis set",
  "e_tot_ha": -2134.1387,
  "de_lowest_kcal_mol": 104.0,
  "s_squared": 2.08,
  "total_charge": 0,
  "lumo_ev": [-0.368, -1.670],
  "multiplicity": 3,
  "symbols": ["Pd", "C", "C", "N", "C", "C", "C", "C", "C", "C", "C", "N", "C", "C", "C", "C", "C", "C", "C", "C", "N", "C", "H", "H", "H", "H", "H", "H", "H", "H", "H", "H", "H", "H", "O", "C", "C", "C", "C", "C", "C", "C", "P", "C", "C", "C", "C", "C", "C", "C", "C", "C", "C", "C", "C", "H", "H", "H", "H", "H", "H", "H", "H", "H", "H", "H", "H", "H", "H"],
  "xyz": [[-0.20995, -1.72063, -0.38837], [-0.17850, -4.44349, -4.04389], [0.04771, -3.91474, -2.76148], [-0.55988, -2.84190, -2.31850], [-1.47727, -2.21678, -3.10865], [-1.80592, -2.71120, -4.39300], [-1.10019, -3.84466, -4.85318], [-2.82041, -2.08068, -5.14527], [-3.50222, -1.02032, -4.61505], [-3.17235, -0.50465, -3.35431], [-2.13651, -1.04327, -2.60969], [-1.75074, -0.62327, -1.35844], [-1.79011, 0.59306, -0.85798], [-2.06532, 1.76464, -1.57561], [-2.19816, 2.98642, -0.91710], [-2.00677, 3.09637, 0.43875], [-1.58665, 2.00331, 1.25181], [-1.21471, 2.30639, 2.52427], [-0.68487, 1.48079, 3.60804], [-0.18593, -0.74929, 2.18216], [-1.36465, -1.50804, 1.77928], [-1.45318, 0.62430, 0.62736], [0.36927, -5.31762, -4.36619], [0.73619, -4.39288, -2.07556], [-1.31110, -4.23062, -5.84336], [-3.05987, -2.46104, -6.13041], [-4.30647, -0.56062, -5.17516], [-3.75259, 0.30699, -2.93865], [-2.16551, 1.72313, -2.65051], [-2.45077, 3.86631, -1.49480], [-2.10910, 4.06529, 0.91329], [-1.32597, 3.35140, 2.80169], [-0.13171, 2.06137, 4.33716], [0.64328, -1.43705, 2.32411], [1.26825, -3.91619, 0.07594], [1.34856, -2.71462, 0.20891], [2.55515, -2.02520, 0.73175], [3.55334, -2.79723, 1.32355], [4.67119, -2.19563, 1.87082], [4.79538, -0.81566, 1.80734], [3.81540, -0.04273, 1.20117], [2.67246, -0.62929, 0.66063], [1.36864, 0.33701, -0.21268], [2.04604, 2.03943, 0.10125], [1.90651, 2.76148, 1.28041], [2.48488, 4.01715, 1.40699], [3.21724, 4.55776, 0.35968], [3.35631, 3.84812, -0.82538], [2.76234, 2.60116, -0.95486], [-0.04003, 0.03474, 0.88557], [-0.29802, 0.03061, 3.49855], [-1.56475, 0.36746, 4.22562], [-2.92879, 0.22310, 3.68806], [-3.25996, -0.05810, 2.43517], [-2.32612, -0.51290, 1.33848], [3.42625, -3.87216, 1.34890], [5.43909, -2.79429, 2.34391], [5.66374, -0.33209, 2.23817], [3.94775, 1.02878, 1.15152], [1.36191, 2.32685, 2.10581], [2.37410, 4.57307, 2.33092], [3.68521, 5.52823, 0.46897], [3.92382, 4.27003, -1.64571], [2.85174, 2.04373, -1.88174], [0.50926, -0.23380, 4.17191], [-1.51550, 0.30313, 5.30532], [-3.71766, 0.46656, 4.39252], [-4.31068, -0.04808, 2.16426], [-2.96216, -0.97745, 0.58546]]
}

=====

# 3
{
  "formula": "C7H15AlCoF3O2S",
  "method": "ωB97M-V with the def2-TZVPD basis set",
  "e_tot_ha": -2748.8166,
  "s_squared": 3.77,
  "total_charge": 1,
  "lumo_ev": [-5.643, -5.576],
  "multiplicity": 4,
  "symbols": ["C", "C", "C", "O", "C", "Al", "S", "C", "C", "O", "C", "F", "F", "F", "H", "H", "H", "H", "H", "H", "H", "H", "H", "H", "H", "H", "H", "H", "H", "Co"],
  "xyz": [[3.11239, -0.82450, 0.94697], [2.49729, -0.24468, -0.31989], [2.43580, 1.26472, -0.31261], [1.47348, 1.69438, 0.68020], [0.55977, 2.60239, 0.35141], [-1.09045, 1.47188, -0.56060], [-2.55131, 3.13471, -0.75940], [-1.62816, 0.10511, 0.81950], [-1.95254, -1.35903, 0.53307], [-1.12273, -2.31442, 1.16048], [-1.80991, -1.71563, -0.93070], [-2.31869, -3.09539, -1.11813], [-2.60191, -1.02576, -1.74217], [-0.59324, -1.78081, -1.42384], [4.15869, -0.53361, 1.05160], [3.06568, -1.91342, 0.94130], [2.57792, -0.48246, 1.83554], [3.06581, -0.54132, -1.20389], [1.47894, -0.62337, -0.44689], [2.13210, 1.68221, -1.27504], [3.38118, 1.71622, -0.00227], [0.04195, 3.00938, 1.21655], [0.82512, 3.30584, -0.44156], [-0.49404, 0.94681, -1.93268], [-3.62865, 2.43972, -0.38112], [-0.83196, 0.08653, 1.57257], [-2.50071, 0.55436, 1.30056], [-3.00677, -1.55893, 0.76345], [-1.12229, -2.14860, 2.10963], [-3.55279, -3.85232, -2.43201]]
}

=====

# 4
{
  "formula": "C5H8N",
  "method": "ωB97M-V with the def2-TZVPD basis set",
  "e_tot_ha": -249.6373,
  "de_lowest_kcal_mol": 117.9,
  "total_charge": 1,
  "smiles": "CC1=C2C[C@]12[NH3+]",
  "lumo_ev": -3.737,
  "symbols": ["C", "C", "C", "C", "C", "N", "H", "H", "H", "H", "H", "H", "H", "H"],
  "xyz": [[0.09849, 1.19454, 0.81470], [-0.81786, 0.49191, 0.05568], [1.32918, 1.31333, 0.03288], [0.50187, 0.13344, -0.40099], [-2.21773, -0.04458, -0.02619], [1.12958, -1.29159, -0.02332], [1.11109, 2.13605, -0.68100], [2.24217, 1.34303, 0.43784], [-2.68388, 0.89639, 0.05838], [-2.35652, -0.78273, 0.71642], [-2.40187, -0.58163, -0.93462], [2.13284, -1.05585, -0.01164], [1.08835, -1.98969, -0.86264], [0.84430, -1.76261, 0.82452]]
}

=====

Question: Number 1 is which compound?
Answer: C38H36LuN6O3S5